Version 1
C2H5ClOS | wB97M-V/def2-TZVPD

```
10
Properties=species:S:1:pos:R:3
C 0.0544 0.8540 -1.4636
C 0.4836 -0.7749 0.7167
O -1.1881 0.0224 1.3212
S 0.3986 -0.8948 -0.9746
Cl 0.3758 -2.2534 1.6620
H 0.8584 1.3132 -0.9727
H -0.9331 1.3091 -1.2666
H 0.3819 0.8700 -2.4659
H 0.9757 -0.0233 1.2667
H -1.4072 -0.4223 2.1768
```

The multiplicity is 1. The LUMO energy comes out at 0.3 eV. The HOMO energy is -9.39 eV. For the orbital gap, the calculation gives 9.67 eV.

Need the Mulliken charges? In units of e they are: -0.83, 0.05, -0.64, -0.02, -0.13, 0.30, 0.30, 0.37, 0.35, 0.26

Version 2
C2H5ClOS | wB97M-V/def2-TZVPD

```
10
Properties=species:S:1:pos:R:3
O -0.7960 -1.2020 -0.2701
C -0.5948 0.1174 0.1455
S -0.9384 1.3250 -1.2026
C 0.8255 0.1910 0.7107
Cl 2.1565 0.1067 -0.5363
H 0.1048 -1.6359 -0.3715
H -1.2312 0.4409 0.9786
H -1.2922 0.2656 -2.0895
H 0.7737 -0.6299 1.3372
H 0.9920 1.0213 1.2980
```

The multiplicity is 1. As for the SMILES: O[C@H](S)CCl. The LUMO energy comes out at 0.7 eV. The HOMO energy is -9.25 eV. For the orbital gap, the calculation gives 9.98 eV.

Need the Mulliken charges? In units of e they are: -0.50, 0.16, -0.25, -0.97, -0.17, 0.35, 0.26, 0.16, 0.48, 0.47

Of them, the most stable is version 2 and the least stable is version 1.

Version 1
C6H13N | wB97M-V/def2-TZVPD

```
20
Properties=species:S:1:pos:R:3
C -0.3397 -2.3293 -2.0994
C -0.1334 -1.5135 -0.8115
C -0.9396 -0.4914 -0.5362
C -0.8332 0.2185 0.8371
C 0.5446 0.8431 1.1297
C 1.1148 1.6310 -0.0767
N 0.3898 1.7194 2.3074
H -0.2393 -3.4042 -1.9760
H -1.3264 -2.0587 -2.4703
H 0.4284 -1.9548 -2.7810
H 0.5882 -1.9345 -0.1188
H -1.6784 -0.1148 -1.2332
H -1.6127 0.9874 0.7803
H -1.1203 -0.5531 1.5448
H 1.2744 0.0608 1.3544
H 1.3676 2.6523 0.1930
H 1.9947 1.1191 -0.4682
H 0.4121 1.5981 -0.9146
H 0.5197 1.2201 3.1625
H -0.4114 2.3045 2.1768
```

The multiplicity is 1. As for the SMILES: C/C=C/C[C@@H](C)N. The LUMO energy comes out at 1.2 eV. The HOMO energy is -8.65 eV. For the orbital gap, the calculation gives 9.82 eV.

Need the Mulliken charges? In units of e they are: -1.14, 0.02, -0.43, -0.95, 0.51, -1.25, -0.64, 0.35, 0.31, 0.26, 0.34, 0.31, 0.33, 0.28, 0.31, 0.44, 0.23, 0.29, 0.21, 0.24

Version 2
C6H13N | wB97M-V/def2-TZVPD

```
20
Properties=species:S:1:pos:R:3
C 1.3768 0.6297 0.0279
C 1.3982 0.8706 1.5149
C 2.1764 -0.5691 -0.4162
C -2.7974 -0.0489 -1.3423
C -0.9998 -0.2881 -0.0788
N -1.1459 -1.0951 0.9661
C -0.5304 0.5942 -0.8118
H 1.6601 1.5269 -0.5270
H -1.4049 -0.6936 1.8538
H -1.5149 -2.0184 0.7929
H -0.4319 1.1802 -1.6959
H 2.4223 1.0658 1.8673
H 1.0688 -0.0100 2.0741
H 0.7868 1.7284 1.8014
H 3.2385 -0.4764 -0.1448
H 1.8032 -1.4808 0.0608
H 2.1348 -0.7102 -1.4979
H -2.5914 -0.1556 -2.4034
H -3.3251 0.8677 -1.0890
H -3.3242 -0.9173 -0.9521
```

The multiplicity is 1. The LUMO energy comes out at 0.8 eV. The HOMO energy is -6.29 eV. For the orbital gap, the calculation gives 7.13 eV.

Need the Mulliken charges? In units of e they are: 0.16, -1.32, -1.25, -1.16, 0.29, -0.34, -0.54, 0.38, 0.23, 0.24, 0.40, 0.40, 0.28, 0.31, 0.38, 0.28, 0.32, 0.34, 0.31, 0.32

Of them, the most stable is version 1 and the least stable is version 2.

Version 1
C6H13N | wB97M-V/def2-TZVPD

```
20
Properties=species:S:1:pos:R:3
C -0.2548 -1.5316 2.4944
C -0.9022 -1.1874 1.3831
N -0.1437 -0.6508 0.0611
C 0.6257 -1.5954 -0.7376
C -0.9745 0.2638 -0.6062
C 0.1343 1.3832 -1.3288
C 0.8077 2.2729 -0.3091
H 0.8297 -1.5886 2.5096
H -0.7839 -1.7417 3.4208
H -1.9915 -1.1469 1.3925
H 0.1955 -1.7236 -1.7374
H 0.6756 -2.5783 -0.2617
H 1.6530 -1.2332 -0.8357
H -1.5690 -0.1853 -1.4084
H -1.5962 0.8841 0.0438
H 0.8623 0.8583 -1.9501
H -0.5156 1.9649 -1.9886
H 1.5012 1.7081 0.3191
H 1.3736 3.0718 -0.8037
H 0.0728 2.7559 0.3429
```

The multiplicity is 1. As for the SMILES: C=CN(C)CCC. The LUMO energy comes out at 1.1 eV. The HOMO energy is -8.02 eV. For the orbital gap, the calculation gives 9.13 eV.

Need the Mulliken charges? In units of e they are: -0.67, -0.25, 0.17, -1.02, -0.90, -0.44, -1.06, 0.26, 0.26, 0.32, 0.32, 0.38, 0.24, 0.34, 0.48, 0.32, 0.35, 0.26, 0.35, 0.28

Version 2
C6H13N | wB97M-V/def2-TZVPD

```
20
Properties=species:S:1:pos:R:3
C -3.0371 0.6257 0.2292
C -1.8216 -0.1565 0.0934
C -1.0225 0.1220 -0.9337
C 0.4563 0.0943 -1.0318
C 1.3562 0.2866 0.2254
C 1.5451 -1.0697 1.0807
N 2.5968 0.7577 -0.3125
H -2.9259 1.2664 1.1598
H -3.3919 1.4148 -0.5308
H -3.9737 0.1757 0.4593
H -1.9103 -1.0874 0.5768
H -1.4731 0.1497 -1.9309
H 0.7692 -0.9509 -1.2790
H 0.7826 0.6689 -1.9000
H 1.0436 0.9353 1.0233
H 2.0145 -1.8672 0.4830
H 2.1905 -0.8088 1.9439
H 0.5346 -1.5944 1.3552
H 3.3451 0.7928 0.3873
H 2.9215 0.2449 -1.0987
```

The multiplicity is 1. As for the SMILES: C/C=C/C[C@@H](C)N. The LUMO energy comes out at 1.0 eV. The HOMO energy is -7.89 eV. For the orbital gap, the calculation gives 8.87 eV.

Need the Mulliken charges? In units of e they are: -1.17, -0.23, -0.22, -0.89, 0.38, -1.24, -0.66, 0.25, 0.31, 0.34, 0.42, 0.31, 0.30, 0.40, 0.32, 0.32, 0.35, 0.25, 0.24, 0.22

Of them, the most stable is version 1 and the least stable is version 2.

Version 1
C6H13N | wB97M-V/def2-TZVPD

```
20
Properties=species:S:1:pos:R:3
C -0.2359 -1.0301 -1.5595
C -1.9222 0.8511 -0.0749
C -0.4977 -0.8617 -0.0916
N -0.9499 -1.8151 0.6063
H -1.1844 -1.6321 1.5743
H -1.0953 -1.5214 -2.0150
H 0.6416 -1.6606 -1.7025
H -0.0761 -0.0741 -2.0524
H -2.6142 0.1486 -0.5281
H -1.7555 1.7076 -0.7274
H -2.2946 1.1071 0.9146
C 1.8119 0.9796 -0.2983
C 0.9103 0.1804 0.5945
C 1.1757 -0.0972 1.8621
H -0.6248 0.5701 0.2750
H 1.2588 1.7446 -0.8484
H 2.6022 1.4731 0.2727
H 2.3052 0.3383 -1.0325
H 0.5072 -0.7159 2.4502
H 2.0379 0.3077 2.3809
```

The multiplicity is 1. The LUMO energy comes out at 0.9 eV. The HOMO energy is -8.10 eV. For the orbital gap, the calculation gives 9.02 eV.

Need the Mulliken charges? In units of e they are: -1.26, -1.10, 0.99, -0.80, 0.22, 0.36, 0.36, 0.34, 0.37, 0.29, 0.32, -1.25, 0.66, -1.00, 0.02, 0.31, 0.43, 0.26, 0.14, 0.34

Version 2
C6H13N | wB97M-V/def2-TZVPD

```
20
Properties=species:S:1:pos:R:3
C 1.9208 0.4842 2.6749
C 1.0122 -0.4047 1.8488
C 0.9648 0.0550 0.3959
C -0.4219 0.4451 -0.2068
C -0.9171 -0.4637 -1.3117
C -1.5938 0.0320 -2.3324
N -2.2469 -0.7398 -3.3049
H 1.9645 0.3629 3.7585
H 1.5314 1.5148 2.6035
H 2.9472 0.5636 2.3113
H -0.0028 -0.3913 2.2587
H 1.3506 -1.4459 1.8676
H 1.5779 0.9402 0.2359
H 1.3747 -0.6635 -0.3252
H -0.3660 1.4994 -0.4594
H -1.2155 0.4259 0.5612
H -0.5163 -1.4557 -1.2127
H -1.8165 1.0782 -2.4322
H -2.8466 -0.2539 -3.9462
H -2.7005 -1.5829 -2.9846
```

The multiplicity is 1. As for the SMILES: CCCC/C=C/N. The LUMO energy comes out at 1.2 eV. The HOMO energy is -7.95 eV. For the orbital gap, the calculation gives 9.16 eV.

Need the Mulliken charges? In units of e they are: -1.32, -0.32, -0.84, -0.44, -0.42, -0.23, -0.53, 0.36, 0.34, 0.32, 0.29, 0.28, 0.37, 0.51, 0.32, 0.26, 0.33, 0.28, 0.23, 0.21

Version 3
C6H13N | wB97M-V/def2-TZVPD

```
20
Properties=species:S:1:pos:R:3
C -0.7558 1.1690 2.4676
C -0.9599 0.6320 1.0491
C 0.1236 -0.3677 0.6646
N -0.2054 -1.1559 -0.5446
C 0.9857 -1.9240 -1.0129
C -0.2555 -0.6795 -1.8493
C 0.1612 0.7182 -2.1982
H 0.2405 1.6104 2.5917
H -0.8557 0.3680 3.2102
H -1.4926 1.9412 2.7123
H -1.9395 0.1448 0.9726
H -0.9603 1.4620 0.3327
H 0.2319 -1.0973 1.4830
H 1.0951 0.1440 0.5645
H 0.7102 -2.8635 -1.4918
H 1.6527 -2.0669 -0.1644
H 1.5829 -1.2443 -1.6658
H 0.8039 0.6683 -3.0910
H -0.7806 1.1430 -2.5646
H 0.6176 1.3983 -1.4655
```

The multiplicity is 1. The LUMO energy comes out at 1.0 eV. The HOMO energy is -7.41 eV. For the orbital gap, the calculation gives 8.42 eV.

Need the Mulliken charges? In units of e they are: -1.27, -0.20, -0.77, 0.06, -0.84, -0.35, -0.96, 0.32, 0.31, 0.36, 0.31, 0.25, 0.45, 0.36, 0.26, 0.39, 0.31, 0.37, 0.29, 0.34

Of them, the most stable is version 2 and the least stable is version 1.

Version 1
C6H13N | wB97M-V/def2-TZVPD

```
20
Properties=species:S:1:pos:R:3
C -0.6070 -0.5879 1.8961
C -0.3364 -0.5725 0.4073
C -1.5153 -0.1795 -0.4807
C -0.7994 -0.1245 -1.8043
C 0.5007 0.7620 -1.3537
N 0.5226 0.5234 0.0931
C 1.8641 0.5308 0.6189
H -0.8787 0.3839 2.2685
H 0.2916 -0.9114 2.4793
H -1.4534 -1.4007 2.1592
H -0.0473 -1.5660 0.0760
H -1.9909 0.6152 0.0393
H -2.2981 -0.9573 -0.6345
H -0.4210 -1.0959 -2.1437
H -1.2798 0.5134 -2.5103
H 0.3801 1.8302 -1.4702
H 1.4441 0.5109 -1.9188
H 2.3802 1.5214 0.4549
H 2.5839 -0.1699 0.1355
H 1.6600 0.3743 1.6880
```

The multiplicity is 1. As for the SMILES: C[C@H]1CCCN1C. The LUMO energy comes out at 1.2 eV. The HOMO energy is -8.32 eV. For the orbital gap, the calculation gives 9.54 eV.

Need the Mulliken charges? In units of e they are: -1.52, 0.43, -0.75, -0.57, -0.76, 0.03, -0.94, 0.39, 0.38, 0.32, 0.10, 0.36, 0.32, 0.32, 0.33, 0.34, 0.29, 0.28, 0.33, 0.32

Version 2
C6H13N | wB97M-V/def2-TZVPD

```
20
Properties=species:S:1:pos:R:3
C -2.0547 -0.4618 0.2586
C -0.6978 0.0747 0.7590
C 0.4762 0.2718 -0.0526
C 0.4506 0.1741 -1.3921
C 1.8046 0.5848 0.6052
C 2.6276 -0.7213 0.6146
N -2.5673 0.2713 -0.9150
H -2.7603 -0.3049 1.0686
H -2.0494 -1.4774 -0.1142
H -0.8261 0.7941 1.5617
H -0.6172 -1.4976 1.7692
H 1.3296 0.2951 -2.0173
H -0.2891 -0.3772 -1.9689
H 1.5413 1.0038 1.5734
H 2.3731 1.2750 -0.0304
H 2.1714 -1.3391 1.3958
H 2.5691 -1.2314 -0.3529
H 3.7095 -0.5588 0.7513
H -1.9576 0.4820 -1.6847
H -3.0763 1.1209 -0.7192
```

The multiplicity is 1. The LUMO energy comes out at -0.1 eV. The HOMO energy is -8.66 eV. For the orbital gap, the calculation gives 8.59 eV.

Need the Mulliken charges? In units of e they are: -0.65, -0.40, 0.79, -1.09, -0.72, -1.04, -0.56, 0.38, 0.31, 0.23, 0.15, 0.29, 0.32, 0.30, 0.34, 0.28, 0.33, 0.33, 0.20, 0.22

Of them, the most stable is version 1 and the least stable is version 2.

Version 1
C6H13N | wB97M-V/def2-TZVPD

```
20
Properties=species:S:1:pos:R:3
C 2.3825 0.7299 -0.1867
C 0.9377 0.3228 -0.5530
C -0.0830 0.0203 0.3666
C 0.0158 0.4464 1.7041
C -1.4316 -0.6808 -0.0929
C -2.5172 0.0281 -0.8203
N 3.4613 -0.2842 -0.1198
H 2.8400 1.3824 -0.9278
H 2.3117 1.1995 0.7898
H 0.7574 0.1537 -1.6093
H -4.0846 -1.3281 -0.8839
H -0.7264 0.0325 2.4508
H 0.5375 1.2706 2.0823
H -1.0869 -1.4605 -0.7029
H -1.9252 -0.9553 0.8225
H -3.4764 -0.5878 -0.8161
H -2.2564 0.1367 -1.8961
H -2.7569 0.9830 -0.3717
H 3.0286 -1.2300 0.0729
H 4.0721 -0.1792 0.6916
```

The multiplicity is 1. The LUMO energy comes out at -2.5 eV. The HOMO energy is -6.01 eV. For the orbital gap, the calculation gives 3.53 eV.

Need the Mulliken charges? In units of e they are: -0.47, -0.42, 0.92, -1.11, -0.64, -0.59, -0.64, 0.25, 0.20, 0.30, 0.61, 0.22, 0.33, 0.29, 0.37, -0.78, 0.33, 0.32, 0.25, 0.23

Version 2
C6H13N | wB97M-V/def2-TZVPD

```
20
Properties=species:S:1:pos:R:3
C -1.9073 1.0110 0.7843
C -1.2149 0.7260 -0.3465
C -1.5229 1.2986 -1.7507
C -0.2014 -0.5099 -0.3808
C 0.9834 -0.4928 0.7260
C 1.4095 -1.8845 1.3332
N 2.2330 0.1251 0.1157
H -1.6656 0.3101 1.5749
H -2.5789 1.9419 0.7718
H -0.5861 1.8495 -2.0780
H -1.8053 0.7093 -2.6989
H -2.2058 2.1539 -1.6617
H -0.5227 -1.4994 -0.3848
H 0.1699 -0.4403 -1.4026
H 0.3611 0.1909 1.5113
H 2.0192 -2.4017 0.6285
H 0.4871 -2.4286 1.5239
H 2.0561 -1.7747 2.2735
H 2.3277 1.1528 0.3619
H 2.1641 -0.0374 -0.9009
```

The multiplicity is 1. As for the SMILES: C=C(C)C[C@@H](C)N. The LUMO energy comes out at 1.0 eV. The HOMO energy is -8.95 eV. For the orbital gap, the calculation gives 9.91 eV.

Need the Mulliken charges? In units of e they are: -0.88, 0.74, -1.22, -1.29, 0.46, -1.22, -0.64, 0.33, 0.23, 0.31, 0.26, 0.32, 0.51, 0.40, 0.19, 0.33, 0.36, 0.28, 0.26, 0.26

Version 3
C6H13N | wB97M-V/def2-TZVPD

```
20
Properties=species:S:1:pos:R:3
C -0.1175 -2.2584 3.0799
C -0.4638 -1.9370 1.8308
C -0.2556 -0.6115 1.1549
C -0.8891 -0.5950 -0.2536
N -0.3196 0.4317 -1.1451
C 0.8556 1.2958 -1.1884
C 0.5598 2.4162 -2.2465
H 0.2676 -3.2406 3.3055
H -0.2243 -1.5224 3.8724
H -0.5355 -2.8889 1.2309
H -0.5911 0.3436 1.6177
H 0.8299 -0.6095 0.9850
H -0.7599 -1.5537 -0.7492
H -1.9917 -0.4291 -0.1793
H -0.9797 0.7016 -1.8518
H 1.1908 1.7346 -0.2396
H 1.6987 0.7463 -1.5952
H 1.3503 3.2000 -2.1645
H -0.4184 2.8748 -2.2800
H 0.7935 1.9017 -3.1841
```

The multiplicity is 1. As for the SMILES: C=CCCNCC. The LUMO energy comes out at 1.1 eV. The HOMO energy is -8.00 eV. For the orbital gap, the calculation gives 9.10 eV.

Need the Mulliken charges? In units of e they are: -0.64, -0.41, -0.14, -0.63, -0.21, -0.26, -1.27, 0.24, 0.27, 0.16, 0.32, 0.25, 0.33, 0.26, 0.18, 0.30, 0.21, 0.33, 0.39, 0.32

Version 4
C6H13N | wB97M-V/def2-TZVPD

```
20
Properties=species:S:1:pos:R:3
C -2.1576 -0.2997 2.2174
C -1.1668 0.2391 1.1953
C -1.3622 0.2430 -0.1119
C -0.3257 0.9039 -0.9396
C 0.6044 -0.3128 -1.7328
C 1.6221 -0.8922 -0.6255
N 2.3292 0.2795 -0.1817
H -3.1640 -0.1248 1.9250
H -1.9641 0.2424 3.1618
H -1.8676 -1.3805 2.4189
H -0.3171 0.8143 1.5457
H -2.3581 -0.2181 -0.5249
H -0.6583 1.6220 -1.7198
H 0.4025 1.3721 -0.1955
H -0.1980 -1.0520 -2.1476
H 1.2431 0.1553 -2.5641
H 2.3260 -1.7481 -1.0730
H 1.1457 -1.4265 0.2793
H 2.6025 0.1460 0.8312
H 3.2178 0.3534 -0.6831
```

The multiplicity is 1. As for the SMILES: C/C=C/CCCN. The LUMO energy comes out at 1.1 eV. The HOMO energy is -8.79 eV. For the orbital gap, the calculation gives 9.90 eV.

Need the Mulliken charges? In units of e they are: -1.13, -0.24, -0.05, -0.56, -0.63, -0.42, -0.53, 0.37, 0.31, 0.23, 0.28, 0.22, 0.38, 0.22, 0.33, 0.28, 0.27, 0.26, 0.21, 0.22

Of them, the most stable is version 4 and the least stable is version 1.